This record from OMol25 describes the molecule C5H6O2. The level of theory is ωB97M-V/def2-TZVPD.

Geometry as XYZ:
```
13
Properties=species:S:1:pos:R:3:nbo_charge:R:1
O 2.1717 0.0970 1.7626 -0.518
C 0.1188 -0.9769 -1.2469 0.212
C -1.1789 -0.5236 -0.6572 -0.592
C -0.9920 0.6358 0.3204 -0.509
C 0.4572 0.4757 0.5693 0.528
O 0.9352 0.6078 1.7077 -0.075
C 1.1389 -0.2424 -0.5157 -0.732
H -1.5183 -1.4328 -0.1362 0.280
H -1.9294 -0.3651 -1.4330 0.261
H -1.5933 0.5701 1.2274 0.249
H -1.1990 1.5964 -0.1555 0.240
H 1.9716 -0.8769 -0.2131 0.336
H 1.6174 0.4348 -1.2299 0.319
```

Properties
HOMO: -9.0 eV
calculated total energy: -344.3123 Eh
energy relative to the best compared isomer or geometry (same formula, charge and spin): 760.3 kJ/mol
LUMO level: -0.01409 Eh

***

This record from OMol25 describes an isolated ion of composition C5H6O2P and charge -1. The level of theory is ωB97M-V/def2-TZVPD.

Geometry as XYZ:
```
14
Properties=species:S:1:pos:R:3:nbo_charge:R:1
C -1.0491 0.6954 -0.3620 0.005
C -2.4171 0.9361 -0.2888 -0.836
C -0.7692 -1.7275 -0.7701 -0.468
C -0.3076 -0.5662 -0.2915 -0.307
C 1.0295 -0.3214 0.2779 -0.640
O -3.7737 -1.1643 0.9806 -1.019
O -5.1022 0.6185 -0.4608 -1.057
P -3.8462 -0.0147 0.0025 2.230
H -0.3633 1.4807 -0.8585 0.182
H -2.6828 1.9683 -0.7446 0.234
H -0.0045 -2.5269 -0.9345 0.106
H 1.7328 -1.1491 0.0659 0.197
H 0.8456 -0.3027 1.4045 0.193
H 1.4487 0.5208 -0.1583 0.181
```

Properties
charge: -1
HOMO: -2.6 eV
calculated total energy: -685.9031 Eh
energy relative to the best compared isomer or geometry (same formula, charge and spin): 378.7 kJ/mol
LUMO level: 0.12669 Eh

***

This record from OMol25 describes a 3-piece molecular cluster, C5H6O3 overall. The level of theory is ωB97M-V/def2-TZVPD.

Geometry as XYZ:
```
14
Properties=species:S:1:pos:R:3:nbo_charge:R:1
C 0.0602 1.8536 -0.0224 -0.654
C 0.0600 0.3322 -0.1776 -0.172
C -1.0642 -0.6919 0.0260 0.216
C -0.5347 -1.8774 0.1066 0.012
C 1.1215 -0.6012 -0.1730 0.511
H 1.0403 2.1248 -0.0392 0.233
H -0.3411 2.4346 0.9287 0.221
H -0.2837 2.5380 -0.7897 0.229
H -2.7731 0.4937 0.8546 0.440
H -1.0735 -2.7158 -0.0643 0.194
H 2.9757 -1.1443 -0.8869 0.424
O -2.4511 -0.5437 -0.0644 -0.636
O 0.8322 -1.9247 0.0221 -0.423
O 2.4317 -0.2778 0.2795 -0.597
```

Properties
HOMO: -8.4 eV
calculated total energy: -419.5583 Eh
energy relative to the best compared isomer or geometry (same formula, charge and spin): 738.1 kJ/mol
LUMO level: -0.03887 Eh

***

This record from OMol25 describes the molecule C5H6O4. The level of theory is ωB97M-V/def2-TZVPD.

Geometry as XYZ:
```
15
Properties=species:S:1:pos:R:3:nbo_charge:R:1
C 2.5665 -0.5906 -0.6218 -0.389
C 1.5353 0.0645 -0.0811 0.182
O 1.4671 1.4147 -0.1077 -0.687
C 0.6376 -0.6479 0.8676 0.453
O 0.9057 -1.6495 1.4797 -0.480
C -0.6850 0.1347 1.0734 0.726
O -0.9737 1.1654 1.5864 -0.542
O -1.3964 -0.6080 0.0949 -0.528
C -2.4916 0.0074 -0.5715 -0.269
H 2.8084 -1.5793 -0.2757 0.227
H 3.2810 -0.0868 -1.2488 0.213
H 0.6526 1.9093 0.0217 0.505
H -2.2078 0.2810 -1.5894 0.189
H -3.3023 -0.7164 -0.6017 0.200
H -2.7974 0.9013 -0.0260 0.200
```

Properties
HOMO: -9.6 eV
calculated total energy: -495.0209 Eh
energy relative to the best compared isomer or geometry (same formula, charge and spin): 220.2 kJ/mol
LUMO level: 0.00559 Eh

***

This record from OMol25 describes C5H6O4Tl as an isolated structure. The level of theory is ωB97M-V/def2-TZVPD.

Geometry as XYZ:
```
16
Properties=species:S:1:pos:R:3:lowdin_charge:R:1
O 0.3525 0.7661 0.7459 0.073
C -0.3462 -0.4207 0.6706 0.134
C -1.6720 -0.3814 1.0346 0.000
O -2.2516 0.6421 1.5570 -0.184
Tl -1.8798 2.3983 1.9332 1.620
H 0.2637 -1.3194 0.7270 0.195
H -2.1609 -1.3586 1.1452 0.213
C 3.6677 -1.4378 2.9091 0.219
C 3.2816 -0.2307 2.5359 -0.044
O 1.9342 -0.0583 2.1691 0.160
C 1.5000 0.9597 1.5260 -0.320
O 2.3075 1.9230 1.2663 0.325
H 2.9965 -2.2947 2.8627 0.119
H 3.9150 0.6366 2.3680 0.156
H 4.7306 -1.6202 3.0577 0.132
H 1.8622 2.6785 0.8503 0.203
```

Properties
charge: +3
HOMO (spin up / spin down): -21.1 / -21.5 eV
calculated total energy: -666.0721 Eh
energy relative to the best compared isomer or geometry (same formula, charge and spin): 0.0 kJ/mol
LUMO level (spin up / spin down): -0.61473 / -0.64525 Eh

***

This record from OMol25 describes the molecule C5H6OS. The level of theory is ωB97M-V/def2-TZVPD.

Geometry as XYZ:
```
13
Properties=species:S:1:pos:R:3:nbo_charge:R:1
S 3.2737 -0.2863 -0.2281 0.070
C 1.9634 0.6155 0.0729 -0.288
C 0.6112 0.1231 -0.0985 -0.134
C 0.0794 -1.0909 -0.0138 -0.117
C -1.4132 -1.0032 -0.0908 -0.101
O -1.6896 0.3656 -0.3924 -0.511
C -0.5453 1.1055 -0.0714 -0.082
H 2.0605 1.7030 0.2489 0.207
H 0.5275 -2.0187 0.1844 0.224
H -1.8042 -1.2461 0.9117 0.171
H -1.9122 -1.5854 -0.8006 0.200
H -0.5379 1.9826 -0.7036 0.198
H -0.6135 1.3353 0.9814 0.163
```

Properties
HOMO: -8.8 eV
calculated total energy: -667.4765 Eh
energy relative to the best compared isomer or geometry (same formula, charge and spin): 161.8 kJ/mol
LUMO level: -0.03188 Eh

***

Number 1: F_max 2.4 eV Å⁻¹. Number 2: F_max 3.3 eV Å⁻¹. Number 3: F_max 7.4 eV Å⁻¹. Number 4: F_max 3.1 eV Å⁻¹. Number 5: F_max 7.9 eV Å⁻¹. Number 6: F_max 2.2 eV Å⁻¹.